Entry 1:
{
  "formula": "C28H67F6N5O9Sr",
  "method": "the ωB97M-V functional and the def2-TZVPD basis",
  "symbols": ["Sr", "C", "O", "O", "C", "F", "F", "F", "C", "C", "H", "H", "H", "H", "H", "H", "C", "O", "O", "C", "F", "F", "F", "C", "C", "H", "H", "H", "H", "H", "H", "C", "C", "C", "O", "C", "N", "H", "H", "H", "H", "H", "H", "H", "H", "H", "H", "H", "C", "C", "C", "O", "C", "N", "H", "H", "H", "H", "H", "H", "H", "H", "H", "H", "H", "C", "C", "C", "O", "C", "N", "H", "H", "H", "H", "H", "H", "H", "H", "H", "H", "H", "C", "C", "C", "O", "C", "N", "H", "H", "H", "H", "H", "H", "H", "H", "H", "H", "H", "C", "C", "C", "O", "C", "N", "H", "H", "H", "H", "H", "H", "H", "H", "H", "H", "H"],
  "xyz": [[-0.042, -1.104, 1.496], [-1.335, -0.483, 5.075], [-0.541, -1.559, 5.590], [-1.047, -0.362, 3.705], [-2.848, -0.600, 5.616], [-3.348, -1.837, 5.327], [-3.046, -0.468, 6.938], [-3.679, 0.224, 5.032], [-0.052, -1.595, 6.962], [1.004, -2.712, 7.054], [0.653, -3.468, 6.352], [1.940, -2.279, 6.701], [1.023, -3.046, 8.091], [-0.930, -1.731, 7.593], [0.441, -0.662, 7.235], [-1.054, 0.440, 5.583], [2.279, -0.627, -1.591], [2.220, -2.004, -2.003], [1.221, -0.516, -0.579], [3.701, -0.171, -1.194], [4.124, -0.806, -0.107], [4.610, -0.445, -2.141], [3.741, 1.136, -0.991], [1.556, -2.238, -3.237], [1.432, -3.782, -3.298], [0.776, -4.148, -2.508], [0.872, -4.122, -4.170], [2.357, -4.356, -3.339], [2.112, -1.976, -4.138], [0.528, -1.875, -3.245], [2.075, 0.029, -2.437], [4.342, 4.015, -4.676], [2.983, 4.567, -4.453], [2.471, 4.485, -2.940], [2.121, 3.157, -2.477], [1.381, 3.149, -1.264], [2.949, 5.912, -5.042], [5.055, 4.272, -3.892], [4.759, 4.042, -5.682], [4.192, 2.935, -4.678], [2.183, 4.060, -4.992], [1.574, 5.103, -2.975], [3.255, 4.919, -2.319], [0.692, 3.993, -1.240], [2.044, 3.100, -0.400], [0.846, 2.209, -1.134], [3.500, 5.943, -5.888], [2.002, 5.966, -5.389], [-0.268, 2.459, 1.881], [-1.608, 2.015, 1.266], [-2.194, 3.252, 0.415], [-3.334, 2.839, -0.274], [-3.680, 3.673, -1.324], [-1.444, 0.828, 0.379], [0.429, 2.672, 1.070], [0.205, 1.668, 2.462], [-0.383, 3.298, 2.568], [-2.297, 1.714, 2.056], [-1.396, 3.560, -0.261], [-2.470, 4.118, 1.017], [-3.190, 3.375, -2.250], [-3.397, 4.715, -1.173], [-4.758, 3.634, -1.481], [-1.030, 1.353, -0.378], [-2.335, 0.592, -0.035], [3.412, -3.027, 2.701], [2.440, -2.273, 3.726], [2.638, -0.758, 3.773], [2.308, -0.347, 2.471], [2.875, 0.892, 2.055], [1.074, -2.737, 3.349], [2.956, -3.947, 2.334], [4.257, -3.350, 3.308], [3.828, -2.377, 1.931], [2.701, -2.722, 4.683], [3.668, -0.534, 4.049], [1.968, -0.244, 4.463], [2.378, 1.264, 1.159], [3.954, 0.796, 1.934], [2.784, 1.593, 2.885], [0.372, -2.421, 4.001], [0.922, -3.733, 3.276], [-4.683, 0.883, -3.943], [-3.668, 0.043, -3.161], [-2.196, 0.442, -3.433], [-1.759, -0.026, -4.593], [-0.556, 0.553, -5.032], [-3.950, 0.257, -1.748], [-5.724, 0.762, -3.645], [-4.689, 0.329, -4.881], [-4.344, 1.905, -4.113], [-3.632, -1.020, -3.401], [-1.567, 0.188, -2.580], [-2.117, 1.528, -3.367], [0.251, 0.379, -4.320], [-0.592, 1.636, -5.147], [-0.421, 0.170, -6.044], [-3.993, 1.251, -1.577], [-4.782, -0.178, -1.375], [-1.348, -4.943, 0.753], [-0.973, -3.893, -0.278], [-2.036, -2.827, -0.448], [-2.209, -2.162, 0.856], [-3.496, -1.643, 1.059], [0.326, -3.399, 0.026], [-1.098, -4.761, 1.798], [-0.867, -5.893, 0.519], [-2.436, -4.942, 0.816], [-0.923, -4.252, -1.306], [-2.945, -3.369, -0.711], [-1.845, -2.084, -1.222], [-4.019, -1.349, 0.149], [-3.503, -0.879, 1.837], [-4.173, -2.387, 1.479], [0.926, -4.151, -0.281], [0.563, -2.690, -0.653]],
  "orbital_gap_ev": 8.70,
  "e_above_lowest_ev": 3.842,
  "homo_ev": -8.185,
  "lumo_energy_ha": 0.019
}

***

Entry 2:
{
  "formula": "C28H68F14N13O32S14",
  "method": "the ωB97M-V functional and the def2-TZVPD basis",
  "symbols": ["C", "C", "O", "N", "H", "H", "C", "H", "H", "H", "H", "H", "H", "C", "C", "O", "N", "H", "H", "C", "H", "H", "H", "H", "H", "H", "C", "C", "O", "N", "H", "H", "C", "H", "H", "H", "H", "H", "H", "C", "C", "O", "N", "H", "H", "C", "H", "H", "H", "H", "H", "H", "C", "C", "C", "N", "C", "C", "C", "C", "C", "H", "H", "H", "H", "H", "H", "H", "H", "H", "H", "H", "H", "H", "H", "H", "H", "H", "H", "C", "C", "C", "N", "C", "C", "C", "C", "C", "H", "H", "H", "H", "H", "H", "H", "H", "H", "H", "H", "H", "H", "H", "H", "H", "H", "H", "N", "S", "O", "O", "F", "S", "O", "O", "F", "N", "S", "O", "O", "F", "S", "O", "O", "F", "N", "S", "O", "O", "F", "S", "O", "O", "F", "N", "S", "O", "O", "F", "S", "O", "O", "F", "N", "S", "O", "O", "F", "S", "O", "O", "F", "N", "S", "O", "O", "F", "S", "O", "O", "F", "N", "S", "O", "O", "F", "S", "O", "O", "F"],
  "xyz": [[-0.776, -0.333, -6.924], [-1.337, -1.370, -5.964], [-0.645, -1.929, -5.084], [-2.809, -1.815, -6.148], [-3.443, -1.430, -5.462], [-3.037, -1.508, -7.083], [-3.028, -3.289, -5.882], [0.294, -0.511, -7.033], [-0.949, 0.661, -6.512], [-1.237, -0.513, -7.896], [-4.076, -3.500, -6.095], [-2.802, -3.539, -4.845], [-2.481, -3.915, -6.586], [-2.155, 4.343, 4.479], [-2.439, 2.795, 4.673], [-2.962, 2.018, 3.905], [-2.052, 2.335, 6.056], [-1.075, 2.399, 6.302], [-2.664, 2.929, 6.598], [-2.370, 0.880, 6.332], [-2.012, 4.590, 3.427], [-1.228, 4.616, 4.983], [-3.034, 4.933, 4.738], [-1.679, 0.201, 5.832], [-3.435, 0.725, 6.161], [-2.185, 0.667, 7.385], [5.724, 5.260, -0.878], [4.860, 5.345, 0.386], [4.007, 6.194, 0.547], [5.020, 4.275, 1.471], [5.204, 3.408, 0.987], [5.870, 4.558, 1.938], [3.847, 4.082, 2.440], [5.140, 5.460, -1.777], [6.194, 4.284, -0.997], [6.559, 5.955, -0.791], [3.933, 4.912, 3.141], [4.252, 3.223, 2.973], [2.887, 3.819, 1.994], [-5.143, 3.088, 1.471], [-3.898, 2.853, 0.618], [-3.210, 1.830, 0.664], [-3.481, 3.981, -0.317], [-4.067, 4.735, 0.012], [-2.522, 4.239, -0.134], [-3.704, 3.636, -1.749], [-5.861, 3.716, 0.943], [-4.941, 3.521, 2.451], [-5.563, 2.094, 1.625], [-3.616, 4.548, -2.339], [-4.747, 3.352, -1.891], [-2.989, 2.854, -2.004], [4.331, -3.012, -0.170], [3.137, -3.707, -0.731], [3.351, -5.108, -1.370], [2.055, -5.714, -2.007], [1.051, -6.054, -0.859], [2.476, -6.946, -2.868], [1.454, -6.821, -4.088], [0.613, -5.572, -3.855], [1.367, -4.650, -2.946], [4.121, -2.096, 0.382], [5.123, -2.860, -0.904], [4.732, -3.710, 0.565], [2.930, -3.070, -1.591], [2.244, -3.558, -0.123], [3.756, -5.931, -0.781], [4.088, -4.997, -2.165], [1.530, -6.761, -0.181], [0.214, -6.669, -1.186], [0.719, -5.248, -0.204], [2.442, -7.865, -2.283], [3.490, -6.828, -3.250], [0.931, -7.777, -4.067], [1.977, -6.780, -5.044], [-0.294, -5.936, -3.373], [0.230, -5.028, -4.717], [0.694, -3.997, -2.390], [2.183, -4.107, -3.424], [-1.072, -0.194, -2.501], [-1.018, 0.168, -1.042], [0.295, -0.194, -0.362], [0.418, 0.265, 1.105], [0.583, 1.770, 1.131], [-0.648, -0.315, 2.071], [0.023, -0.278, 3.456], [1.369, -0.867, 3.087], [1.748, -0.327, 1.708], [-2.042, 0.165, -2.844], [-1.116, -1.249, -2.772], [-0.358, 0.330, -3.137], [-1.843, -0.469, -0.721], [-1.224, 1.238, -1.073], [1.178, 0.134, -0.911], [0.386, -1.279, -0.423], [0.705, 2.118, 2.157], [-0.405, 2.158, 0.882], [1.443, 2.081, 0.538], [-1.585, 0.230, 1.961], [-0.749, -1.346, 1.734], [0.078, 0.742, 3.835], [-0.550, -0.867, 4.171], [2.176, -0.652, 3.787], [1.346, -1.953, 2.999], [2.515, 0.448, 1.735], [2.236, -0.995, 0.999], [-0.203, 3.275, -6.523], [-1.532, 3.621, -5.486], [-1.783, 5.038, -5.175], [-1.929, 2.519, -4.606], [-2.742, 3.388, -6.558], [0.803, 2.805, -5.513], [0.946, 1.377, -5.358], [1.107, 3.655, -4.315], [2.124, 3.059, -6.363], [-2.308, -2.802, 6.849], [-3.047, -3.065, 5.322], [-4.242, -3.943, 5.489], [-2.139, -3.160, 4.140], [-3.655, -1.573, 5.095], [-1.198, -3.809, 6.631], [0.068, -3.265, 6.084], [-1.639, -5.212, 6.324], [-0.739, -3.838, 8.170], [-1.891, -5.773, 0.013], [-1.880, -4.070, 0.083], [-0.661, -3.410, 0.471], [-3.073, -3.289, 0.465], [-1.871, -4.000, -1.519], [-1.909, -5.897, 1.507], [-3.067, -5.454, 2.345], [-0.635, -5.960, 2.181], [-2.220, -7.468, 1.583], [-0.947, 4.764, -0.140], [0.082, 5.717, 0.856], [0.696, 6.897, 0.298], [0.693, 4.975, 2.000], [-1.189, 6.362, 1.579], [0.126, 4.620, -1.131], [1.485, 4.109, -0.831], [-0.023, 5.478, -2.331], [-0.420, 3.222, -1.634], [-4.509, -0.749, -4.457], [-5.271, 0.499, -4.775], [-4.985, 1.791, -4.138], [-6.633, 0.270, -5.137], [-4.619, 0.728, -6.246], [-5.153, -0.965, -2.877], [-6.330, -1.733, -2.784], [-4.977, 0.138, -1.967], [-4.014, -2.005, -2.283], [0.615, 2.314, 6.565], [1.439, 1.234, 7.209], [2.304, 1.628, 8.321], [1.655, -0.026, 6.561], [0.268, 0.890, 8.152], [1.977, 2.718, 5.644], [2.098, 2.011, 4.326], [3.163, 3.241, 6.339], [1.370, 4.132, 5.092], [5.610, 2.010, 0.213], [6.225, 0.783, 0.810], [7.438, 0.276, 0.235], [5.351, -0.185, 1.473], [6.836, 1.593, 2.088], [5.230, 1.228, -1.208], [4.306, 0.042, -1.175], [6.269, 1.162, -2.236], [4.181, 2.363, -1.831]],
  "orbital_gap_ev": [7.29, 2.94],
  "multiplicity": 2,
  "homo_ev": [-8.940, -8.940],
  "lumo_energy_ha": [-0.061, -0.220]
}